Density functional theory data (wB97M-V/def2-TZVPD) for one molecule with the formula C26H23FN2O4S.

Properties
multiplicity: 1
SMILES: CCOC(=O)Cn1c(S(=O)(=O)Cc2cccc(F)c2)nc(-c2ccccc2)c1-c1ccccc1

Last column: Löwdin charge in e.
Cartesian coordinates (Å):
H  -5.873  0.131  -0.650  0.105
C  0.884  3.070  -3.263  -0.184
H  2.757  3.233  -4.299  0.078
H  -2.097  0.657  -1.828  0.136
N  -0.807  -0.695  -0.927  0.026
H  1.368  3.269  -2.303  0.112
H  2.203  1.570  -4.011  0.054
C  0.098  -3.081  4.417  -0.082
C  -4.047  1.280  1.950  -0.069
H  1.234  -2.515  2.689  0.101
F  4.312  3.122  -1.803  0.053
C  0.354  -1.385  -0.814  -0.341
C  3.432  2.478  0.286  -0.009
H  3.480  3.503  0.617  0.119
H  3.024  -2.284  -0.406  0.106
N  0.474  -1.971  0.344  0.168
C  -1.107  0.221  -1.986  -0.004
C  -5.024  0.281  0.002  -0.075
H  2.488  -0.609  1.278  0.101
O  0.657  1.543  -1.021  0.129
H  -6.072  1.594  1.327  0.103
H  2.611  1.707  2.098  0.110
C  3.847  2.146  -0.990  -0.270
C  -3.827  -0.354  -0.277  -0.039
C  2.885  0.168  0.643  -0.046
C  -2.272  -2.774  4.243  -0.080
H  3.918  -1.813  -1.889  0.119
S  1.575  -1.548  -2.100  0.754
C  -0.850  -2.164  2.399  -0.159
H  0.361  3.965  -3.609  0.125
H  -3.749  -1.013  -1.130  0.122
H  -1.071  -0.274  -2.959  0.147
C  -2.727  -0.175  0.561  -0.186
C  3.801  0.851  -1.467  0.026
C  -1.456  -0.832  0.276  -0.090
H  -1.291  -3.560  5.976  0.100
C  -1.166  -3.173  4.976  -0.093
H  0.962  -3.400  4.981  0.102
O  1.492  -0.399  -2.969  -0.295
C  1.893  2.575  -4.286  -0.050
C  -2.120  -2.276  2.962  -0.030
C  3.150  -1.527  -1.175  -0.152
C  3.310  -0.153  -0.641  -0.278
H  -4.133  1.917  2.818  0.106
O  -0.128  2.070  -3.064  0.020
C  -5.137  1.100  1.112  -0.082
C  2.950  1.471  1.102  -0.062
H  -1.995  0.786  2.326  0.126
C  -0.647  -1.646  1.055  -0.156
C  -2.848  0.649  1.679  -0.025
H  -3.261  -2.856  4.669  0.103
H  4.125  0.636  -2.472  0.131
H  1.448  2.540  -5.277  0.078
H  -2.989  -1.986  2.392  0.109
C  0.256  -2.584  3.138  -0.030
C  -0.058  1.345  -1.967  -0.491
O  1.400  -2.828  -2.730  -0.291

Cartesian forces, eV/Å:
H -0.1 0.0 0.0
C 0.5 0.3 0.0
H 0.1 0.1 0.0
H 0.2 -0.1 -0.1
N 0.1 -0.3 0.0
H -0.1 0.0 -0.2
H 0.1 0.0 0.0
C 0.0 0.0 0.1
C 0.0 0.0 0.1
H 0.1 0.0 0.0
F 0.0 0.0 0.0
C 0.2 -0.1 0.2
C 0.1 0.0 -0.2
H 0.0 0.1 0.0
H 0.1 -0.1 0.1
N 0.3 -0.2 -0.2
C 0.2 0.6 -0.4
C -0.1 0.0 -0.1
H 0.0 -0.1 0.1
O -0.2 0.1 -0.1
H -0.1 0.0 0.0
H 0.0 0.0 0.1
C 0.0 -0.2 0.1
C 0.0 0.0 0.1
C 0.1 -0.1 0.0
C -0.1 0.0 0.1
H -0.1 -0.1 -0.2
S 0.2 -0.8 -0.5
C -0.1 -0.2 0.4
H 0.0 -0.1 0.1
H 0.0 -0.1 -0.1
H -0.1 0.1 0.1
C -0.3 0.2 0.0
C 0.1 0.2 0.1
C 0.4 -0.4 0.3
H 0.0 0.0 0.1
C 0.0 0.0 0.1
H 0.1 0.0 0.0
O 0.1 0.0 0.2
C -0.3 0.0 0.2
C 0.1 0.0 -0.1
C -1.0 0.1 -0.2
C 0.2 0.5 0.4
H 0.0 0.1 0.1
O -0.3 0.0 -0.5
C 0.0 0.0 0.0
C 0.1 0.0 0.0
H 0.1 0.0 0.1
C -0.2 0.4 -0.8
C 0.0 0.0 -0.1
H -0.1 0.0 0.0
H 0.0 0.0 -0.1
H 0.0 0.0 -0.1
H -0.1 0.0 0.0
C -0.1 0.1 -0.1
C -0.4 -0.1 0.7
O 0.1 -0.1 0.3

Density functional theory data (wB97M-V/def2-TZVPD) for a 7-piece molecular cluster, C14H42O7 overall.

Properties
⟨S²⟩: 0.75
net charge: +1
multiplicity: 2

Last column: Löwdin spin population.
Cartesian coordinates (Å):
C  0.803  -1.415  -5.043  0.000
O  3.077  -1.059  -0.592  0.666
H  1.020  -1.781  -6.046  0.000
H  -3.502  0.403  3.905  0.000
H  0.604  1.343  4.832  0.000
H  -2.505  2.742  -3.682  0.000
C  1.901  2.260  6.216  0.000
H  0.242  0.288  -1.431  0.000
H  -1.830  -0.068  4.072  0.000
H  1.009  2.989  4.385  0.000
H  2.153  1.235  6.490  0.000
H  -0.675  0.697  1.958  0.000
H  2.814  2.822  6.414  0.000
H  -0.229  -1.632  -4.768  0.000
H  1.531  1.697  0.194  0.001
C  4.432  0.816  -0.745  0.144
C  4.038  -0.376  0.153  0.117
C  -2.825  0.939  -4.847  0.000
H  3.568  -2.500  -3.915  0.000
O  2.988  -2.125  -4.582  0.001
H  -2.517  -0.388  6.726  0.000
H  5.252  1.359  -0.275  0.024
O  -4.394  -0.161  6.162  0.000
C  1.630  -2.238  -4.056  0.001
H  -1.401  2.640  -5.045  0.000
H  3.653  0.089  1.060  0.024
H  4.776  0.545  -1.743  0.000
C  -1.883  -1.965  -2.326  0.000
H  -2.569  1.397  4.930  0.000
H  -3.087  -1.610  5.566  0.000
H  -0.145  1.938  -0.259  0.000
O  -2.221  -0.314  -5.264  0.000
H  -2.275  -0.996  -2.634  0.000
O  -2.502  -2.918  -3.203  0.000
H  -2.954  -0.929  -5.343  0.000
H  -1.667  -1.464  -0.146  0.000
H  2.609  0.564  4.046  0.000
C  -3.114  -0.553  5.829  0.000
C  0.360  0.925  1.706  0.001
C  0.546  1.231  0.201  0.001
C  -2.675  0.359  4.613  0.000
H  0.931  -0.336  -4.956  0.000
H  4.885  -1.000  0.440  0.006
H  -3.483  1.229  -5.665  0.000
O  0.621  0.067  -0.577  0.006
H  -1.262  1.521  -3.634  0.000
H  -3.046  -2.452  -3.841  0.000
C  -2.100  -2.238  -0.779  0.000
H  -3.538  0.613  -4.090  0.000
H  1.588  -1.798  -3.060  0.000
H  -1.743  -3.241  -0.546  0.000
H  2.256  -0.593  -0.421  0.007
H  -0.852  -1.835  -2.654  0.000
C  -1.940  2.048  -4.305  0.000
H  -3.169  -2.366  -0.609  0.000
C  1.417  2.068  4.800  0.000
H  0.633  1.827  2.254  0.000
O  2.372  1.480  3.884  0.000
H  3.769  1.666  -0.907  0.001
H  1.063  2.632  6.805  0.000
H  -4.911  -0.945  6.358  0.000
H  1.392  -3.302  -4.024  0.000
H  1.085  0.171  2.013  0.000

Cartesian forces, eV/Å:
C -0.7 -1.2 1.0
O 2.5 -0.4 0.8
H -0.2 0.2 0.0
H -0.2 -0.3 0.0
H -0.4 0.2 0.2
H -0.3 -0.1 -0.2
C 0.3 -1.0 -0.1
H 0.0 -0.4 -0.4
H 0.3 0.3 0.2
H 0.4 0.0 -0.5
H -0.1 0.0 0.8
H 0.2 -0.4 0.0
H -0.2 0.4 -0.5
H -0.2 0.2 -0.5
H 0.2 0.4 -0.4
C 1.0 1.8 -1.6
C 0.2 -0.3 0.6
C -1.8 -0.8 -0.4
H 0.3 -0.2 -0.1
O -0.3 0.0 0.9
H 0.7 -0.1 -0.2
H 0.4 -0.6 0.6
O -1.8 0.1 0.3
C 1.4 1.0 -1.5
H 0.1 -0.3 -0.1
H -0.7 0.0 0.1
H -0.1 -0.6 0.2
C -0.5 0.7 0.1
H 0.5 -0.1 0.1
H 0.2 -0.1 -0.2
H -0.2 0.0 0.4
O 0.9 0.9 0.3
H -0.4 0.3 0.6
O 0.2 -0.3 0.8
H 0.0 0.0 -0.3
H 0.0 -0.1 -0.1
H -0.4 0.1 0.8
C 1.1 0.9 -1.1
C -0.6 0.8 -1.1
C 0.8 1.0 1.8
C -0.7 -0.9 0.8
H 0.4 -0.1 0.0
H 0.0 -0.2 -0.7
H 0.2 0.6 -0.2
O 0.4 -1.0 -0.4
H 0.5 0.3 0.1
H 0.1 0.0 0.2
C -0.3 -0.8 -2.1
H 0.0 0.5 0.6
H -0.1 -0.1 0.3
H 0.6 0.2 0.1
H -2.9 0.9 -0.4
H 0.5 -0.6 0.6
C 0.2 -0.9 0.0
H -0.1 0.6 0.0
C 0.0 -0.8 -0.3
H 0.0 -0.1 -0.1
O 0.5 1.2 -0.4
H -1.0 -0.6 0.3
H 0.2 -0.1 0.2
H -0.2 0.2 0.1
H -0.5 0.1 0.0
H -0.3 -0.2 0.0

Density functional theory data (wB97M-V/def2-TZVPD) for one molecule with the formula C22H20Br2N4O2.

Properties
multiplicity: 1
SMILES: NNC(=O)CN[C@H](c1ccccc1)c1cc(Br)ccc1NC(=O)c1ccc(Br)cc1

Last column: Löwdin charge in e.
Cartesian coordinates (Å):
H  -2.476  2.552  -2.086  0.114
H  -4.030  -4.170  0.303  0.104
C  -1.414  -2.051  -0.151  -0.151
H  -4.288  4.730  1.108  0.102
C  -3.504  -0.870  -0.245  -0.083
C  4.481  -2.585  0.921  -0.107
C  -2.597  1.809  1.206  -0.035
H  5.182  -2.969  1.647  0.103
H  -2.285  1.045  1.905  0.125
N  4.398  2.212  -0.043  0.051
C  0.866  -3.043  -0.006  -0.414
C  2.696  -1.575  -0.955  -0.032
C  3.997  -1.110  -0.929  -0.138
C  -4.180  -2.056  -0.027  -0.673
H  -1.565  -4.153  0.180  0.102
N  -0.103  0.582  -0.045  -0.040
O  0.597  -4.205  0.220  0.080
C  2.275  -2.538  -0.043  -0.125
C  -1.452  0.497  -0.605  -0.229
H  4.621  3.014  0.548  0.090
H  2.016  -1.198  -1.704  0.120
C  -3.424  3.748  -0.586  -0.078
C  -2.293  1.671  -0.144  -0.225
H  -3.746  4.502  -1.289  0.103
O  2.275  0.923  1.151  0.067
C  4.871  -1.607  0.024  -0.676
C  0.721  1.657  -0.547  -0.116
H  -4.065  0.042  -0.378  0.108
H  -1.335  0.554  -1.698  0.158
C  -2.118  -0.840  -0.297  -0.092
Br  6.648  -0.923  0.095  0.730
H  4.333  -0.363  -1.632  0.101
H  -0.130  0.623  0.970  0.136
C  -3.497  -3.247  0.133  -0.114
H  0.844  1.535  -1.628  0.130
N  3.055  2.280  -0.462  -0.020
C  -3.313  2.904  1.654  -0.068
C  -2.707  2.651  -1.034  -0.039
C  -2.119  -3.236  0.065  0.006
H  2.853  -3.820  1.561  0.123
H  0.297  2.660  -0.363  0.134
C  -3.727  3.876  0.758  -0.085
H  2.916  2.753  -1.342  0.142
Br  -6.084  -2.034  0.043  0.716
H  4.485  1.378  0.540  0.056
N  -0.027  -2.040  -0.232  0.139
H  -3.550  2.998  2.703  0.106
C  3.183  -3.055  0.875  -0.001
H  0.340  -1.082  -0.279  0.087
C  2.080  1.572  0.142  -0.492

Cartesian forces, eV/Å:
H 0.0 0.0 -0.1
H 0.0 -0.1 0.0
C -0.4 -0.2 0.0
H -0.1 0.1 0.0
C -0.1 -0.2 0.0
C 0.1 0.1 0.0
C 0.0 0.0 -0.1
H 0.0 0.0 0.0
H 0.0 -0.1 0.1
N 0.1 0.0 0.1
C 0.0 0.2 -0.1
C 0.0 -0.2 0.1
C 0.2 0.0 0.0
C -0.2 0.0 0.0
H 0.0 0.0 0.0
N 0.1 0.1 0.1
O 0.0 -0.2 0.1
C 0.3 -0.1 0.0
C 0.0 0.1 -0.1
H -0.2 -0.2 0.0
H -0.1 0.0 -0.1
C -0.1 0.1 0.0
C 0.1 0.1 -0.2
H 0.0 0.1 0.0
O -0.1 -0.1 0.2
C 0.2 0.1 -0.1
C -0.1 0.1 0.2
H 0.0 0.0 0.0
H 0.0 0.1 0.1
C 0.1 -0.1 0.0
Br -0.2 -0.1 0.0
H 0.0 0.1 -0.1
H 0.1 -0.1 -0.1
C -0.1 0.3 0.0
H 0.0 0.1 0.0
N 0.4 0.4 -0.1
C 0.0 -0.1 0.1
C 0.1 -0.2 0.1
C 0.1 -0.1 0.0
H 0.0 -0.1 0.1
H 0.1 -0.1 -0.1
C -0.1 0.1 -0.1
H -0.1 -0.3 0.1
Br 0.2 0.0 0.0
H 0.0 0.1 -0.1
N 0.3 0.2 -0.2
H 0.0 0.0 0.1
C -0.2 0.0 -0.1
H 0.0 -0.2 0.1
C -0.1 0.2 -0.1

Density functional theory data (wB97M-V/def2-TZVPD) for a 2-piece molecular cluster, C2H3FIN overall.

Properties
multiplicity: 1

Last column: Löwdin charge in e.
Cartesian coordinates (Å):
I  -1.839  -1.277  -1.406  0.745
H  0.370  2.445  -0.359  0.128
H  0.666  -1.459  0.046  0.116
C  -0.280  -0.815  0.064  -0.606
H  -0.565  -1.085  1.046  0.049
N  0.170  1.512  -0.734  0.228
C  0.138  0.532  -0.045  -0.294
F  1.340  0.146  1.389  -0.367

Cartesian forces, eV/Å:
I 0.7 0.0 0.7
H 0.5 -0.5 -0.5
H -1.3 0.8 -0.9
C 0.9 -2.4 -1.1
H -1.0 0.3 0.9
N -0.6 0.5 1.5
C 2.2 0.0 1.0
F -1.4 1.3 -1.5

What did we get for ΔE to the lowest compared entry with this formula, charge and spin? Answer: 0.067 2.238 0.054 1.811 eV, in the order shown.